(1)
Entry from the OMol25 dataset: C6H16N2P as an isolated structure in a non-equilibrium geometry (ωB97M-V/def2-TZVPD).

## Properties
Calculated total energy, Eh: -688.72511
HOMO level, eV: -13.2
Gap between HOMO and LUMO, eV: 9.93
LUMO energy, hartree: -0.1186
Total charge: +1

Each line ends with the natural charge from an NBO analysis.
Element x y z (Å)
C 0.48 1.00 -0.89  -0.6912
C -1.17 -0.02 0.87  -0.1858
C 1.30 0.02 -0.06  0.0535
C 2.09 0.59 1.04  -0.6636
C 2.22 -0.80 -1.05  -0.5777
C -3.23 -0.22 -0.30  -0.4450
N 0.41 -0.91 0.44  -0.6432
N -1.96 -0.78 -0.03  -0.5712
P -0.81 1.73 0.19  0.5649
H 1.16 1.75 -1.46  0.2897
H -0.09 0.35 -1.55  0.1987
H -1.38 -0.30 1.90  0.2467
H 1.47 0.92 1.89  0.2167
H 2.82 1.38 0.70  0.2398
H 2.91 -0.08 1.37  0.2407
H 2.68 -1.52 -0.40  0.2276
H 2.88 -0.03 -1.54  0.2219
H 1.54 -1.10 -1.88  0.2131
H -3.22 0.75 -0.78  0.2580
H -3.78 -0.81 -0.95  0.2382
H -3.83 -0.21 0.66  0.2374
H 0.70 -1.32 1.34  0.3857
H -1.32 -0.76 -0.88  0.4623
H -1.91 -1.88 0.17  0.4722
H 0.01 2.26 1.19  0.0105

(2)
Entry from the OMol25 dataset: C6H9N as an isolated structure in a non-equilibrium geometry (ωB97M-V/def2-TZVPD).

## Properties
Calculated total energy, Eh: -288.55789
HOMO level, eV: -8.0
Gap between HOMO and LUMO, eV: 8.23
LUMO energy, hartree: 0.0080
Total charge: 0

Each line ends with the natural charge from an NBO analysis.
Element x y z (Å)
C 1.61 0.85 -0.14  -0.2451
C 1.03 -0.36 0.51  -0.0965
C -0.46 -0.39 0.96  -0.3538
C -1.07 -1.12 -0.27  -0.4218
C -0.46 -0.05 -1.18  -0.0686
C -1.14 0.94 0.83  -0.3104
N 0.95 -0.18 -0.95  -0.3954
H 2.69 0.92 -0.27  0.2123
H 1.10 1.81 -0.03  0.2056
H 1.69 -1.15 0.87  0.2127
H -0.61 -0.80 1.97  0.2461
H -0.68 -2.12 -0.48  0.2192
H -2.17 -1.12 -0.26  0.2306
H -0.75 0.07 -2.23  0.2297
H -0.52 1.77 1.20  0.1435
H -1.22 0.93 -0.54  0.1920

(3)
Entry from the OMol25 dataset: an isolated ion of composition C3H9NOP and charge +1 in a non-equilibrium geometry (ωB97M-V/def2-TZVPD).

## Properties
Calculated total energy, Eh: -590.72697
HOMO level, eV: -13.8
Gap between HOMO and LUMO, eV: 10.03
LUMO energy, hartree: -0.1388
SMILES: C=C[C@H]([NH3+])PO
Total charge: +1

Each line ends with the natural charge from an NBO analysis.
Element x y z (Å)
C 1.39 -1.85 0.62  -0.3249
C 1.27 -0.55 0.45  -0.2543
C -0.10 0.02 -0.17  -0.3640
N 0.25 0.99 -1.28  -0.7335
P -1.22 0.97 1.15  0.9859
O -2.40 -0.01 0.84  -0.9755
H 2.32 -2.30 1.02  0.2342
H 0.75 -2.61 0.22  0.2177
H 2.00 0.26 0.72  0.2256
H -0.68 -0.73 -0.61  0.2390
H -0.03 0.67 -2.28  0.4597
H 1.26 1.08 -1.36  0.4394
H -0.27 2.02 -1.05  0.4727
H -1.63 2.19 0.13  -0.1376
H -2.92 -0.16 1.60  0.5155

(4)
Entry from the OMol25 dataset: C21H16N3O7S2V as an isolated structure (ωB97M-V/def2-TZVPD).

## Properties
Calculated total energy, Eh: -3241.30224
HOMO level, eV: -8.8
Gap between HOMO and LUMO, eV: 8.04
LUMO energy, hartree: -0.0290
Total charge: 0

Each line ends with the natural charge from an NBO analysis.
Element x y z (Å)
V -0.04 -0.01 0.54  1.1336
O 0.47 1.51 1.41  -0.5643
C 0.66 2.73 0.92  0.3441
C 1.79 3.47 1.27  -0.2501
C 1.97 4.74 0.76  -0.1763
C 1.04 5.30 -0.11  -0.2483
C -0.09 4.58 -0.45  -0.1775
C -0.30 3.29 0.06  -0.1382
C -1.49 2.52 -0.25  0.3900
N -1.62 1.21 -0.12  -0.4494
C -2.90 0.87 -0.50  -0.0518
C -3.55 2.00 -0.86  -0.0803
N -2.65 3.03 -0.70  -0.4965
H 2.51 3.02 1.95  0.2354
H 2.86 5.30 1.03  0.2206
H 1.19 6.28 -0.52  0.2203
H -0.80 5.00 -1.15  0.2025
H -3.23 -0.15 -0.49  0.2602
H -4.55 2.16 -1.22  0.2303
H -2.84 4.01 -0.83  0.4269
O 0.11 -3.10 -0.86  -0.9600
S -1.17 -2.85 -0.27  2.4262
O -2.34 -3.32 -0.97  -0.9507
O -1.35 -1.39 0.08  -0.9382
C -1.19 -3.67 1.32  -0.2239
C -1.78 -4.93 1.31  -0.2011
C -1.81 -5.71 2.46  -0.1895
C -1.25 -5.24 3.63  -0.2014
C -0.66 -3.98 3.65  -0.1685
C -0.62 -3.20 2.51  -0.3681
S 0.12 -1.59 2.74  2.4069
O -0.92 -0.57 2.63  -0.9313
O 0.87 -1.65 3.94  -0.9134
O 0.98 -1.37 1.50  -0.8409
H -2.22 -5.28 0.39  0.2482
H -2.27 -6.69 2.43  0.2205
H -1.26 -5.84 4.53  0.2212
H -0.21 -3.60 4.56  0.2502
N 0.83 0.09 -0.79  -0.1783
C 1.61 0.17 -1.92  0.1280
C 1.78 -0.96 -2.72  -0.1985
C 2.57 -0.85 -3.86  -0.2063
C 3.18 0.35 -4.19  -0.1882
C 3.00 1.47 -3.38  -0.2135
C 2.22 1.39 -2.25  -0.2092
H 1.31 -1.88 -2.43  0.2652
H 2.72 -1.72 -4.49  0.2220
H 3.79 0.42 -5.08  0.2167
H 3.47 2.41 -3.64  0.2185
H 2.07 2.25 -1.60  0.2262

(5)
Entry from the OMol25 dataset: C20H36CoF5N3OPSeSi2 as an isolated structure (ωB97M-V/def2-TZVPD).

## Properties
Calculated total energy, Eh: -6226.47976
HOMO level (alpha / beta), eV: -13.8 / -14.1
Gap between HOMO and LUMO (alpha / beta), eV: 8.66 / 6.00
LUMO energy (alpha / beta), hartree: -0.1908 / -0.2961
2S+1: 5
⟨S²⟩: 6.02
Total charge: +2

Each line ends with the Mulliken spin population.
Element x y z (Å)
Co 0.29 -0.23 -0.09  2.8278
F 5.60 -2.80 4.44  0.0013
C 4.89 -2.08 3.60  0.0130
C 4.98 -2.31 2.23  -0.0057
F 5.77 -3.27 1.77  -0.0002
C 4.22 -1.55 1.36  -0.0136
F 4.30 -1.82 0.05  -0.0021
C 3.37 -0.55 1.81  0.0396
Se 2.41 0.55 0.59  0.2977
C 3.31 -0.34 3.17  0.0027
F 2.50 0.63 3.67  -0.0004
C 4.05 -1.08 4.07  -0.0048
F 3.95 -0.85 5.37  -0.0003
C -2.72 1.81 3.95  0.0012
N -1.21 1.57 4.16  0.0019
C -0.49 2.93 4.05  0.0020
N -0.80 3.56 2.82  0.0044
C -2.24 3.75 2.68  -0.0033
N -2.96 2.48 2.72  0.0063
C -2.70 1.64 1.54  0.0202
P -0.90 1.21 1.43  0.0472
C -0.69 0.58 3.15  0.0215
C -0.19 2.90 1.67  0.0201
H -3.04 2.43 4.79  0.0001
H -3.21 0.84 4.00  -0.0006
H -1.06 1.19 5.10  -0.0001
H 0.58 2.72 4.15  0.0002
H -0.84 3.51 4.90  0.0002
H -2.45 4.26 1.74  -0.0006
H -2.60 4.38 3.50  0.0003
H -3.01 2.18 0.64  -0.0015
H -3.30 0.73 1.60  0.0016
H 0.37 0.42 3.35  -0.0091
H -1.23 -0.36 3.28  0.0021
H -0.38 3.50 0.77  0.0019
H 0.89 2.81 1.79  -0.0051
C 1.18 2.22 -2.08  0.0032
O 0.35 1.05 -1.81  0.0487
H 0.61 2.92 -2.69  0.0015
H 2.09 1.92 -2.58  0.0011
H 1.42 2.67 -1.12  -0.0004
H 0.14 0.62 -2.64  -0.0029
C -2.61 0.06 -1.69  0.0235
Si -1.91 -1.68 -1.88  0.0048
C -1.28 -1.94 -3.62  0.0375
C -3.32 -2.83 -1.49  0.0076
C -0.35 -2.03 -0.81  0.4822
Si -0.04 -3.57 0.28  -0.0327
C -1.59 -4.40 0.88  0.0030
C 0.99 -4.71 -0.78  0.0285
C 0.93 -3.01 1.78  0.0923
H -3.21 0.27 -2.58  -0.0005
H -1.90 0.88 -1.58  0.0012
H -3.31 0.08 -0.84  0.0064
H -2.11 -1.82 -4.32  0.0075
H -0.88 -2.94 -3.75  0.0013
H -0.50 -1.23 -3.91  -0.0003
H -4.18 -2.48 -2.08  0.0019
H -3.62 -2.82 -0.44  -0.0012
H -3.13 -3.86 -1.78  0.0005
H 0.57 -1.89 -1.42  0.0551
H -2.14 -4.92 0.10  0.0001
H -2.28 -3.73 1.39  -0.0012
H -1.28 -5.16 1.61  0.0006
H 0.47 -4.99 -1.70  0.0027
H 1.20 -5.63 -0.24  0.0043
H 1.95 -4.26 -1.06  -0.0004
H 0.40 -2.26 2.37  -0.0197
H 1.90 -2.60 1.49  -0.0245
H 1.12 -3.86 2.44  0.0026

(6)
Entry from the OMol25 dataset: a single C2H2F2O2 molecule in a non-equilibrium geometry (ωB97M-V/def2-TZVPD).

## Properties
Calculated total energy, Eh: -427.53785
HOMO level, eV: -8.9
Gap between HOMO and LUMO, eV: 9.54
LUMO energy, hartree: 0.0217
SMILES: O/C(F)=C(/O)F
Total charge: 0

Each line ends with the natural charge from an NBO analysis.
Element x y z (Å)
O -1.43 1.06 0.18  -0.6425
C -0.73 -0.04 0.12  0.5006
F -1.32 -1.21 0.04  -0.2870
C 0.57 0.14 0.05  0.5032
O 1.62 -1.05 0.10  -0.7496
F 1.21 1.31 -0.01  -0.3013
H -2.26 0.86 -0.23  0.4877
H 2.54 -0.73 0.33  0.4888

(7)
Entry from the OMol25 dataset: a 2-piece molecular cluster, C3H13N4 overall in a non-equilibrium geometry (ωB97M-V/def2-TZVPD).

## Properties
Calculated total energy, Eh: -340.82805
HOMO level, eV: -13.8
Gap between HOMO and LUMO, eV: 10.90
LUMO energy, hartree: -0.1072
Total charge: +1

Each line ends with the natural charge from an NBO analysis.
Element x y z (Å)
C -1.80 1.38 -1.74  -0.6356
C -1.39 0.49 -0.60  -0.3790
C 0.37 0.24 -0.18  0.5633
N 0.88 -0.85 0.32  -0.7635
N 2.30 1.25 0.21  -0.6780
N 0.97 1.41 -0.04  -0.4185
N -0.02 -2.98 1.61  -1.0612
H -2.68 1.94 -1.50  0.2467
H -1.02 2.09 -1.96  0.2052
H -1.94 0.79 -2.62  0.2346
H -1.86 -0.50 -0.62  0.2291
H -1.71 0.92 0.45  0.2313
H 1.75 -0.61 0.75  0.4163
H 0.58 -1.83 0.58  0.4664
H 2.64 2.15 0.58  0.3866
H 2.94 1.03 -0.62  0.3789
H 0.66 2.32 -0.45  0.4193
H -1.05 -2.76 1.73  0.3840
H 0.10 -3.94 1.60  0.3915
H 0.28 -2.56 2.51  0.3826

(8)
Entry from the OMol25 dataset: a 2-piece molecular cluster, C3H12NSi overall in a non-equilibrium geometry (ωB97M-V/def2-TZVPD).

## Properties
Calculated total energy, Eh: -465.38184
HOMO level, eV: -15.0
Gap between HOMO and LUMO, eV: 11.47
LUMO energy, hartree: -0.1295
Total charge: +1

Each line ends with the natural charge from an NBO analysis.
Element x y z (Å)
C 0.77 -1.44 -0.12  -0.4239
C 1.86 0.77 0.08  -0.3958
C -0.62 0.64 0.37  -0.5938
N 0.56 0.08 -0.27  -0.3584
Si -2.45 0.00 -0.04  0.8340
H 0.97 -1.74 0.87  0.2366
H -0.12 -2.00 -0.49  0.2441
H 1.67 -1.71 -0.70  0.2377
H 2.26 0.53 1.05  0.2395
H 2.49 0.47 -0.71  0.2190
H 1.71 1.81 0.04  0.2352
H -0.60 1.96 -0.35  0.2141
H -0.56 0.79 1.42  0.2457
H 0.60 0.21 -1.23  0.4255
H -2.60 0.50 -1.37  -0.1255
H -3.47 0.53 0.87  -0.1058
H -2.46 -1.36 0.58  -0.1283

(9)
Entry from the OMol25 dataset: C18H20Br4O2OsSb2 as an isolated structure (ωB97M-V/def2-TZVPD).

## Properties
Calculated total energy, Eh: -11714.85711
HOMO level (alpha / beta), eV: -13.7 / -13.9
Gap between HOMO and LUMO (alpha / beta), eV: 6.57 / 4.47
LUMO energy (alpha / beta), hartree: -0.2626 / -0.3467
2S+1: 5
⟨S²⟩: 6.05
Total charge: +2

Each line ends with the Mulliken spin population.
Element x y z (Å)
Os 0.90 0.15 0.26  1.8884
Br -2.51 -5.75 -0.68  0.0699
C -1.17 -4.50 -0.41  0.1952
C 0.20 -4.93 -0.33  0.0522
Br 0.62 -6.73 -0.52  0.0253
C 1.20 -4.01 -0.11  0.0487
Br 3.01 -4.46 0.02  0.0096
C 0.86 -2.65 0.02  0.1444
O 1.72 -1.71 0.24  0.1971
C -0.51 -2.23 -0.07  0.1841
O -0.73 -0.93 0.06  0.1764
C -1.52 -3.16 -0.28  -0.0488
Br -3.28 -2.52 -0.36  -0.0068
C 0.11 -0.50 5.10  0.0896
Sb 0.34 0.27 3.12  0.1999
C -1.74 0.56 2.76  0.0288
C 1.06 2.37 3.76  0.0832
C -0.14 3.15 3.77  0.1774
C -0.96 3.14 4.93  0.0582
C -2.16 3.79 4.95  0.0427
C -2.59 4.49 3.80  0.1832
C -1.80 4.55 2.66  -0.0657
C -0.56 3.92 2.61  0.1688
C 0.30 4.09 1.42  0.0235
Sb 0.03 2.63 -0.18  0.0276
C -2.00 2.99 -0.67  -0.0045
C 1.08 3.68 -1.69  0.0024
H -0.69 0.05 5.59  0.0000
H 1.04 -0.43 5.65  0.0007
H -0.18 -1.55 5.01  0.0083
H -2.20 1.14 3.56  -0.0007
H -2.18 -0.44 2.75  -0.0027
H -1.92 1.01 1.79  -0.0045
H 1.83 2.61 3.04  0.0030
H 1.46 2.12 4.74  0.0180
H -0.61 2.60 5.80  0.0011
H -2.77 3.78 5.83  0.0010
H -3.54 5.01 3.82  0.0028
H -2.12 5.14 1.82  0.0028
H 1.36 4.08 1.65  0.0076
H 0.07 5.03 0.92  0.0080
H -2.12 4.03 -0.96  -0.0001
H -2.64 2.76 0.18  0.0012
H -2.29 2.35 -1.50  0.0010
H 0.66 4.68 -1.79  -0.0005
H 0.98 3.15 -2.63  0.0029
H 2.14 3.75 -1.42  -0.0007

(10)
Entry from the OMol25 dataset: C5H6OS2 as an isolated structure in a non-equilibrium geometry (ωB97M-V/def2-TZVPD).

## Properties
Calculated total energy, Eh: -1065.67941
HOMO level, eV: -8.8
Gap between HOMO and LUMO, eV: 7.31
LUMO energy, hartree: -0.0560
Total charge: 0

Each line ends with the natural charge from an NBO analysis.
Element x y z (Å)
C -0.22 -2.40 -0.42  -0.3690
C 0.36 -1.40 0.55  0.4888
C 0.66 -0.01 0.08  -0.4276
C -0.54 0.87 -0.33  -0.4045
C -0.03 2.14 0.36  -0.5002
H -0.55 -3.34 0.07  0.2247
H 1.39 -0.10 -0.75  0.2454
H -1.48 0.52 0.13  0.2173
H -0.70 0.96 -1.41  0.2228
H 0.48 2.85 -0.31  0.2105
H -0.75 2.70 0.97  0.2191
O 0.55 -1.78 1.69  -0.4784
S -0.36 -2.20 -2.01  0.1377
S 1.18 1.18 1.36  0.2136

(11)
Entry from the OMol25 dataset: a single CH3N2OPS molecule in a non-equilibrium geometry (ωB97M-V/def2-TZVPD).

## Properties
Calculated total energy, Eh: -964.23313
HOMO level, eV: -10.0
Gap between HOMO and LUMO, eV: 10.38
LUMO energy, hartree: 0.0143
SMILES: N#C[P@@](N)(O)=S
Total charge: 0

Each line ends with the natural charge from an NBO analysis.
Element x y z (Å)
N 1.78 1.70 -1.24  -0.1904
C 0.93 1.05 -0.83  -0.1734
P -0.17 -0.18 -0.34  1.6026
N 0.70 -0.64 1.06  -1.1506
O -1.54 0.69 0.20  -0.9377
S -0.49 -1.57 -1.63  -0.4906
H 0.48 0.21 1.68  0.3995
H 0.46 -1.60 1.53  0.4349
H -2.16 0.32 -0.43  0.5056

(12)
Entry from the OMol25 dataset: a single C26H33N3O3 molecule (ωB97M-V/def2-TZVPD).

## Properties
Calculated total energy, Eh: -1400.55651
HOMO level, eV: -8.3
Gap between HOMO and LUMO, eV: 8.53
LUMO energy, hartree: 0.0074
SMILES: CC(C)c1ccc(/C=C(\NC(=O)c2ccccc2)C(=O)NCCCN2CCOCC2)cc1
Total charge: 0

Each line ends with the natural charge from an NBO analysis.
Element x y z (Å)
C -7.19 -3.46 2.59  -0.5979
C -5.88 -4.21 2.36  -0.2243
C -6.13 -5.53 1.61  -0.5982
C -4.89 -3.36 1.61  -0.0176
C -5.15 -2.90 0.32  -0.1690
C -4.25 -2.11 -0.35  -0.1833
C -3.03 -1.76 0.23  -0.0979
C -2.11 -0.93 -0.52  -0.1718
C -0.76 -0.88 -0.43  0.0598
N -0.02 -1.73 0.40  -0.6372
C 1.08 -1.46 1.16  0.6477
O 1.66 -2.37 1.72  -0.5981
C 1.52 -0.05 1.29  -0.1007
C 0.64 1.03 1.31  -0.1978
C 1.12 2.32 1.47  -0.2180
C 2.48 2.54 1.65  -0.1844
C 3.35 1.47 1.69  -0.2340
C 2.88 0.18 1.51  -0.1842
C -0.03 0.03 -1.36  0.6519
O -0.53 1.07 -1.77  -0.6284
N 1.18 -0.41 -1.76  -0.6099
C 1.98 0.33 -2.70  -0.2290
C 3.38 0.63 -2.16  -0.4411
C 4.07 1.77 -2.95  -0.2043
N 4.07 3.07 -2.32  -0.4448
C 4.95 3.17 -1.17  -0.2545
C 5.02 4.62 -0.70  -0.0710
O 3.74 5.11 -0.38  -0.5303
C 2.89 5.03 -1.50  -0.0706
C 2.75 3.59 -1.99  -0.2596
C -2.77 -2.20 1.53  -0.2029
C -3.69 -2.98 2.21  -0.2003
H -7.88 -4.06 3.18  0.2090
H -7.00 -2.53 3.11  0.2131
H -7.67 -3.22 1.64  0.2015
H -5.45 -4.46 3.34  0.2011
H -5.20 -6.06 1.45  0.2129
H -6.59 -5.34 0.65  0.2012
H -6.80 -6.16 2.19  0.2093
H -6.08 -3.16 -0.16  0.2035
H -4.47 -1.77 -1.35  0.2109
H -2.55 -0.30 -1.28  0.2388
H -0.39 -2.66 0.52  0.4209
H -0.42 0.87 1.21  0.2292
H 0.43 3.15 1.46  0.2215
H 2.85 3.55 1.76  0.2310
H 4.41 1.63 1.87  0.2180
H 3.55 -0.66 1.53  0.2328
H 1.54 -1.28 -1.41  0.4007
H 2.06 -0.22 -3.65  0.1903
H 1.44 1.26 -2.89  0.2344
H 3.99 -0.28 -2.22  0.2032
H 3.30 0.91 -1.11  0.2173
H 3.58 1.88 -3.92  0.1931
H 5.12 1.51 -3.13  0.1986
H 5.95 2.83 -1.46  0.2020
H 4.60 2.54 -0.33  0.1740
H 5.62 4.71 0.20  0.1895
H 5.46 5.23 -1.50  0.1671
H 1.92 5.41 -1.18  0.1934
H 3.29 5.65 -2.31  0.1660
H 2.14 3.57 -2.89  0.2068
H 2.26 2.99 -1.21  0.1808
H -1.87 -1.90 2.05  0.2177
H -3.47 -3.30 3.21  0.2120